Entry 1:
Below is C23H26N5O2S3Ti as an isolated structure, with properties calculated with the ωB97M-V functional and the def2-TZVPD basis.

Structure (XYZ):
```
60
Properties=species:S:1:pos:R:3:forces:R:3
Ti -0.396 -0.758 -0.058 1.15 -0.92 0.91
O -3.108 -1.343 -2.693 -0.24 0.05 0.01
C -2.171 -0.852 -2.068 0.21 0.02 -0.26
N -0.880 -1.195 -2.061 -0.13 0.45 0.45
C -0.494 -2.316 -2.886 0.05 -0.17 0.03
C 0.698 -1.997 -3.760 -0.18 -0.15 -0.10
C 0.655 -2.359 -5.110 0.11 0.02 0.09
C 1.750 -2.116 -5.917 -0.03 -0.01 0.05
C 2.861 -1.509 -5.354 -0.02 -0.01 -0.06
C 2.803 -1.171 -4.014 0.10 0.06 0.12
N 1.758 -1.398 -3.223 -0.05 -0.01 -0.12
C -2.436 0.361 -1.174 -0.86 0.02 -0.58
C -3.751 0.785 -0.939 0.32 -0.07 -0.05
C -3.933 1.984 -0.294 -0.17 0.07 0.07
C -2.825 2.732 0.118 0.12 -0.10 -0.07
C -1.570 2.218 -0.110 -0.08 -0.09 -0.04
N -1.387 1.060 -0.760 0.09 0.23 0.03
H -1.322 -2.616 -3.538 0.01 0.08 0.17
H -0.265 -3.180 -2.241 0.08 0.17 -0.11
H -0.237 -2.822 -5.504 -0.06 -0.03 -0.03
H 1.735 -2.391 -6.964 0.01 0.00 -0.02
H 3.748 -1.296 -5.935 0.03 0.01 -0.01
H 3.652 -0.685 -3.543 0.04 0.02 0.04
H -4.555 0.163 -1.305 -0.04 0.03 0.02
H -4.934 2.351 -0.105 0.01 0.03 0.01
H -2.931 3.686 0.614 -0.07 0.02 0.01
H -0.666 2.721 0.209 -0.04 0.02 0.02
N 1.378 1.097 0.666 -0.21 -0.25 0.00
C 2.378 1.940 0.002 0.05 0.02 0.04
C 2.680 1.413 -1.391 0.28 0.06 0.09
N 1.566 1.731 -2.270 -0.11 0.09 -0.31
H 0.936 1.570 1.448 0.04 -0.03 -0.03
H 1.798 0.259 1.067 0.13 0.18 -0.06
H 3.295 2.042 0.598 -0.04 -0.11 -0.08
H 1.958 2.944 -0.114 0.01 -0.02 0.02
H 2.903 0.336 -1.341 -0.08 0.01 0.08
H 3.579 1.912 -1.773 -0.08 -0.02 0.05
H 1.665 1.231 -3.146 0.05 0.01 -0.01
H 0.710 1.360 -1.876 -0.13 -0.08 0.12
S 1.052 -4.958 1.239 -0.03 0.14 -0.03
C 0.506 -3.482 0.740 0.04 0.09 -0.06
S -1.160 -3.058 0.517 0.04 0.05 -0.08
S 1.579 -2.131 0.349 -0.25 -0.15 -0.12
C -2.808 0.420 2.889 -0.31 0.03 0.14
C -1.339 0.165 2.863 0.36 -0.22 -0.24
O -0.822 -0.279 1.748 -0.08 0.29 -0.46
C -0.470 0.336 3.967 -0.31 0.18 0.24
C 0.874 -0.113 3.914 -0.04 0.05 0.06
C 1.712 0.080 4.990 0.08 -0.03 0.00
C 1.270 0.715 6.150 0.00 0.03 0.06
C -0.053 1.147 6.224 -0.01 -0.02 -0.05
C -0.912 0.962 5.161 0.09 -0.03 0.02
H -3.263 -0.003 1.993 0.07 -0.01 0.01
H -3.065 1.485 2.920 0.08 0.05 -0.01
H -3.287 -0.040 3.758 0.03 -0.03 0.03
H 1.214 -0.651 3.039 -0.01 -0.02 0.01
H 2.731 -0.286 4.938 0.02 -0.01 -0.01
H 1.940 0.856 6.988 0.01 0.00 0.00
H -0.414 1.634 7.123 0.00 0.01 0.02
H -1.935 1.309 5.237 -0.04 0.00 -0.02
```
Positions in Å, forces in eV/Å.

The value obtained for the energy above the lowest of the compared OMol25 structures with the same formula, charge and spin is 73.1 kJ/mol. As for the charge: -1. As for the HOMO-LUMO gap (alpha / beta): 5.57 / 6.55 eV. The spin multiplicity is 3. Its LUMO energy (alpha / beta) is 2.43 / 2.14 eV.

***

Entry 2:
Below is C51H52BCoF4OP2Sb2 as an isolated structure, with properties calculated with the ωB97M-V functional and the def2-TZVPD basis.

Structure (XYZ):
```
114
Properties=species:S:1:pos:R:3:forces:R:3
Co 0.067 -0.350 0.428 -0.11 1.18 -0.62
C -3.057 -2.335 -2.743 0.10 -0.34 0.00
Sb -1.774 -1.765 -1.159 -0.49 0.12 -0.29
C -3.205 -4.686 0.027 0.19 -0.22 -0.09
C -3.421 -1.339 0.210 -0.07 0.16 -0.26
C -4.552 -0.585 -0.427 0.05 -0.03 0.08
C -5.577 -1.276 -1.073 0.03 -0.04 0.02
C -6.592 -0.609 -1.738 0.00 0.01 -0.01
C -6.594 0.779 -1.764 0.01 -0.01 0.01
C -5.603 1.476 -1.091 0.05 0.04 0.03
C -4.583 0.817 -0.404 0.07 0.08 0.09
C -3.587 1.616 0.394 -0.07 -0.13 -0.19
Sb -1.538 1.612 -0.283 -0.46 0.40 -0.03
C -1.048 3.309 0.926 0.16 -0.08 0.05
C -1.848 2.702 -2.073 0.09 0.00 -0.05
H -3.716 -3.124 -2.374 0.04 0.07 -0.09
H -2.429 -2.688 -3.558 -0.07 0.02 -0.02
H -3.637 -1.470 -3.052 -0.02 -0.03 0.03
H -4.247 -4.793 -0.248 0.14 0.08 0.03
H -2.916 -4.727 1.071 -0.04 0.06 -0.13
H -2.442 -4.822 -0.737 -0.14 -0.01 0.14
H -3.001 -0.827 1.068 0.00 0.03 0.15
H -3.728 -2.341 0.519 -0.03 0.01 0.02
H -5.577 -2.362 -1.049 0.00 0.06 -0.01
H -7.377 -1.168 -2.234 0.04 0.03 0.03
H -7.375 1.316 -2.287 0.03 -0.01 0.02
H -5.624 2.562 -1.079 -0.01 -0.07 -0.01
H -3.562 1.306 1.441 -0.04 -0.02 0.01
H -3.853 2.674 0.368 -0.05 -0.03 0.03
H -1.974 3.871 1.054 0.06 0.01 0.03
H -0.308 3.929 0.422 -0.04 0.00 0.00
H -0.658 3.008 1.895 0.01 0.01 -0.02
H -2.154 3.710 -1.786 0.01 -0.04 -0.05
H -2.624 2.219 -2.663 0.02 0.02 0.02
H -0.925 2.730 -2.651 -0.06 0.01 0.01
C 5.513 0.022 5.548 0.04 -0.04 0.02
C 4.564 0.700 4.560 -0.05 0.01 -0.07
C 4.836 2.220 4.559 -0.02 0.01 -0.05
C 3.109 0.470 4.955 0.05 0.05 0.13
C 2.667 0.364 6.271 0.03 -0.04 0.05
C 1.322 0.213 6.579 -0.04 -0.01 -0.04
C 0.377 0.135 5.564 0.00 -0.01 0.08
C 0.784 0.221 4.239 0.06 0.11 -0.18
P -0.314 -0.082 2.803 -0.03 -0.50 0.48
C -0.253 -1.917 2.691 -0.01 0.05 -0.09
C 0.297 -2.399 1.496 0.25 -0.04 0.41
C 0.354 -3.764 1.237 0.03 0.05 -0.08
C -0.127 -4.655 2.182 -0.06 -0.08 0.08
C -0.652 -4.190 3.386 0.02 -0.03 -0.05
C -0.719 -2.828 3.638 0.03 0.01 -0.01
C -1.947 0.315 3.528 0.05 0.17 0.05
C -3.017 -0.569 3.637 -0.04 -0.04 -0.10
C -4.248 -0.135 4.117 0.03 -0.02 -0.02
C -4.424 1.184 4.502 0.00 0.04 0.01
C -3.355 2.071 4.428 0.07 -0.03 -0.03
C -2.128 1.639 3.949 -0.06 -0.04 -0.01
C 2.136 0.423 3.972 0.01 -0.09 -0.22
O 2.452 0.550 2.647 -0.04 0.21 -0.05
C 3.714 0.193 2.237 -0.24 -0.02 0.07
C 3.829 -0.142 0.892 -0.10 -0.01 -0.01
C 5.078 -0.573 0.450 0.03 -0.04 -0.02
C 6.154 -0.625 1.322 -0.03 0.01 -0.01
C 6.000 -0.241 2.647 0.07 -0.03 0.00
C 4.768 0.176 3.139 0.10 0.01 0.03
P 2.393 0.097 -0.252 0.29 -0.21 -0.14
C 2.867 1.657 -1.075 -0.03 0.01 -0.04
C 1.956 2.703 -1.114 0.00 0.04 0.02
C 2.257 3.899 -1.750 0.03 -0.02 0.01
C 3.490 4.056 -2.365 0.00 -0.04 0.01
C 4.417 3.020 -2.324 -0.03 0.01 0.02
C 4.111 1.832 -1.681 0.06 -0.01 -0.02
C 2.760 -1.219 -1.481 0.03 -0.03 0.08
C 2.898 -2.526 -1.005 0.03 -0.02 -0.02
C 3.102 -3.583 -1.882 -0.03 0.04 0.02
C 3.171 -3.343 -3.250 -0.01 0.01 0.02
C 3.045 -2.048 -3.728 0.01 0.04 0.02
C 2.839 -0.991 -2.850 0.05 0.04 -0.05
H 5.380 0.426 6.551 0.01 -0.01 -0.03
H 6.552 0.208 5.278 -0.04 0.00 0.02
H 5.349 -1.057 5.581 0.01 0.04 0.00
H 4.681 2.634 5.558 0.00 -0.03 -0.05
H 4.166 2.735 3.865 0.03 -0.01 0.03
H 5.865 2.419 4.251 -0.06 -0.02 0.02
H 3.384 0.404 7.082 -0.04 0.00 -0.04
H 1.011 0.146 7.614 0.01 0.01 -0.05
H -0.671 0.005 5.808 0.04 -0.01 -0.01
H 0.904 -1.747 0.802 0.15 -0.92 0.50
H 0.788 -4.123 0.310 0.01 0.02 0.03
H -0.075 -5.720 1.991 -0.01 0.03 0.01
H -1.003 -4.894 4.131 0.02 0.03 -0.04
H -1.123 -2.468 4.578 0.02 -0.03 -0.03
H -2.902 -1.606 3.348 -0.03 0.06 -0.03
H -5.070 -0.836 4.195 0.02 0.02 -0.02
H -5.385 1.520 4.870 0.04 -0.01 -0.01
H -3.477 3.099 4.748 0.01 -0.05 -0.01
H -1.293 2.332 3.924 -0.04 -0.01 -0.02
H 5.206 -0.893 -0.577 -0.01 0.02 0.03
H 7.122 -0.959 0.967 -0.05 0.01 0.02
H 6.861 -0.268 3.302 -0.05 -0.01 -0.03
H 0.999 2.577 -0.630 -0.01 -0.01 -0.01
H 1.530 4.703 -1.770 0.02 -0.03 0.00
H 3.730 4.980 -2.875 0.00 -0.03 0.02
H 5.384 3.139 -2.799 -0.03 0.00 0.01
H 4.850 1.040 -1.659 -0.06 0.03 -0.02
H 2.892 -2.719 0.064 0.00 0.00 -0.02
H 3.222 -4.590 -1.499 0.00 0.04 -0.01
H 3.323 -4.165 -3.939 0.01 0.03 0.03
H 3.093 -1.854 -4.793 -0.01 0.00 0.05
H 2.713 0.010 -3.243 0.04 -0.04 0.02
F -0.109 -1.614 -3.465 0.00 0.29 -0.03
B -0.298 -0.215 -3.483 0.26 0.06 -0.08
F 0.414 0.367 -2.395 -0.25 -0.08 -0.31
F 0.042 0.372 -4.671 -0.23 -0.20 0.34
F -1.709 -0.022 -3.156 0.24 -0.08 0.40
```
Positions in Å, forces in eV/Å.

As for the charge: +1. As for the HOMO-LUMO gap (alpha / beta): 6.26 / 6.32 eV. The spin multiplicity is 4. Its LUMO energy (alpha / beta) is -4.19 / -4.38 eV.

***

Entry 3:
Below is C21H23N9O7RhSi as an isolated structure, with properties calculated with the ωB97M-V functional and the def2-TZVPD basis.

Structure (XYZ):
```
62
Properties=species:S:1:pos:R:3:forces:R:3
Rh -0.501 -0.262 0.211 2.39 -0.26 -2.56
N 0.556 -2.356 3.667 -0.01 0.23 0.09
C 0.892 -1.194 4.321 -0.02 -0.14 -0.10
C 0.459 -0.175 3.531 -0.02 0.29 -0.09
N -0.130 -0.698 2.409 -0.80 0.20 -0.79
C -0.046 -2.008 2.518 0.03 -0.32 -0.04
C -0.533 -2.826 1.427 0.11 -0.08 0.32
N -0.922 -2.228 0.322 -0.11 0.41 -0.39
C -1.386 -3.191 -0.538 0.05 0.05 -0.10
C -1.258 -4.399 0.069 0.03 0.06 0.16
N -0.719 -4.150 1.316 -0.07 -0.08 -0.13
H 0.827 -3.280 3.957 0.01 -0.01 -0.02
H 1.398 -1.198 5.269 -0.01 0.01 0.01
H 0.529 0.886 3.699 -0.03 0.00 -0.01
H -1.763 -2.950 -1.516 0.01 0.03 0.01
H -1.506 -5.392 -0.260 0.01 -0.01 0.00
H -0.504 -4.848 2.009 -0.03 0.00 0.00
C 1.732 -0.470 -3.164 -0.04 0.01 0.08
C 0.306 -0.002 -3.198 0.59 0.05 -0.56
C -0.271 0.506 -4.357 0.33 -0.25 0.26
C -1.591 0.942 -4.335 -0.27 0.02 0.35
C -2.326 0.884 -3.168 0.17 0.00 -0.37
C -1.697 0.359 -2.031 -0.07 0.07 0.31
N -0.409 -0.091 -2.080 -1.27 0.10 2.24
N -2.205 0.250 -0.794 -0.80 -0.03 1.42
Si -3.721 0.934 -0.120 0.76 -0.39 -0.68
C -3.550 0.885 1.717 0.13 -0.06 0.29
C -3.900 2.676 -0.736 -0.09 0.21 0.01
C -5.073 -0.191 -0.697 -0.32 0.00 0.07
H 2.407 0.360 -3.378 0.00 0.01 0.02
H 1.906 -1.231 -3.926 -0.01 -0.01 0.01
H 1.967 -0.884 -2.185 0.03 -0.02 -0.03
H 0.311 0.539 -5.267 0.03 -0.01 0.03
H -2.040 1.342 -5.234 -0.01 -0.01 0.00
H -3.342 1.243 -3.117 -0.02 0.00 0.02
H -2.570 1.245 2.041 -0.03 0.03 0.01
H -3.685 -0.129 2.102 0.02 0.01 0.03
H -4.305 1.525 2.177 -0.02 -0.04 0.02
H -2.922 3.104 -0.968 -0.01 0.02 0.00
H -4.359 3.298 0.036 -0.02 0.03 -0.04
H -4.526 2.746 -1.626 0.02 0.02 -0.01
H -4.852 -1.218 -0.398 -0.02 -0.01 -0.02
H -5.195 -0.167 -1.781 0.02 -0.01 0.00
H -6.030 0.090 -0.249 -0.02 -0.04 -0.05
O 6.806 2.615 1.101 -0.01 -0.02 0.00
N 5.756 3.012 0.647 -0.03 0.01 0.03
O 5.549 4.123 0.205 0.00 -0.01 -0.02
C 4.630 2.067 0.630 0.19 -0.04 0.08
C 3.435 2.463 0.086 -0.12 -0.06 -0.01
C 2.386 1.562 0.106 -0.13 -0.05 -0.04
C 2.484 0.202 0.568 0.16 0.40 -0.12
O 1.598 -0.671 0.338 -0.51 -0.23 0.46
C 3.745 -0.076 1.194 -0.22 -0.38 0.01
C 4.785 0.813 1.203 0.18 0.18 0.00
N 3.968 -1.362 1.895 -0.13 0.37 -0.02
O 5.079 -1.576 2.320 0.12 -0.09 -0.06
O 3.014 -2.097 2.057 -0.07 -0.12 0.03
N 1.117 2.063 -0.375 0.32 -0.26 0.27
O 0.079 1.746 0.278 -0.32 -0.01 -0.24
O 1.075 2.834 -1.281 -0.04 0.23 -0.08
H 3.315 3.461 -0.313 -0.01 -0.01 -0.02
H 5.724 0.542 1.667 -0.02 0.00 -0.02
```
Positions in Å, forces in eV/Å.

The value obtained for the energy above the lowest of the compared OMol25 structures with the same formula, charge and spin is 133.0 kJ/mol. As for the charge: +1. As for the HOMO-LUMO gap (alpha / beta): 6.16 / 6.16 eV. The spin multiplicity is 1. Its LUMO energy (alpha / beta) is -4.43 / -4.43 eV.